Molecular formula: C17H14ClN2S
Method: DFT, ωB97M-V with the def2-TZVPD basis set

Summary:
Largest force on an atom = 10.4 eV/Å
Kohn-Sham gap = 8.48 eV
Energy above the lowest of the compared OMol25 structures with the same formula, charge and spin = 2.4418 eV
Calculated total energy = -44185.5080 eV

```
! wB97M-V def2-TZVPD RIJCOSX def2/J DEFGRID3
* xyz 1 1
Cl -3.159 -6.126 0.947
S 2.599 1.437 1.490
C -0.599 0.275 -0.535
C -0.237 -0.751 0.348
C 1.070 0.789 0.774
C 0.438 4.730 -2.769
C -0.187 3.460 -3.183
C 0.964 4.784 -1.426
C -3.234 -3.443 0.372
C -1.044 -4.419 0.841
C -2.529 -2.231 0.184
C -0.345 -3.202 0.696
C -0.103 2.392 -2.413
C 1.022 3.637 -0.697
C -2.444 -4.537 0.581
C -1.089 -2.046 0.381
C 0.406 2.409 -1.118
N 0.390 1.261 -0.325
N 0.780 -0.338 1.168
C 2.821 -0.228 2.383
C 1.452 -0.935 2.315
H -1.200 0.346 -1.325
H 0.553 5.593 -3.413
H -0.458 3.400 -4.274
H 1.389 5.728 -1.137
H -4.300 -3.579 0.412
H -0.591 -5.404 1.047
H -3.117 -1.336 0.071
H 0.690 -3.278 0.867
H -0.615 1.486 -2.915
H 1.362 3.703 0.359
H 3.554 -0.798 1.836
H 3.224 -0.013 3.316
H 1.660 -1.888 1.922
H 0.874 -0.879 3.221
*
```

Atom charges from the natural (NBO) analysis, given in e for atoms 1 to 6: Cl 0.013; S 0.286; C -0.025; C 0.190; C 0.352; C -0.145



Molecular formula: C17H14INPPtSbSe6
Method: DFT, ωB97M-V with the def2-TZVPD basis set

Summary:
Largest force on an atom = 0.2 eV/Å
Kohn-Sham gap (alpha / beta) = 4.56 / 4.54 eV
Energy above the lowest of the compared OMol25 structures with the same formula, charge and spin = 1.2152 eV
Calculated total energy = -438602.3695 eV

```
! wB97M-V def2-TZVPD RIJCOSX def2/J DEFGRID3
* xyz -2 3
Pt -0.338 0.845 1.889
Se 1.079 1.586 -0.518
P 0.210 -0.375 -0.732
Se -1.751 -0.684 0.120
C 1.370 -1.644 -0.110
C 0.898 -2.817 0.465
C 1.789 -3.770 0.932
C 3.155 -3.557 0.826
C 3.629 -2.385 0.255
C 2.740 -1.428 -0.208
C 0.149 -0.794 -2.527
C 1.179 -0.376 -3.366
C 1.170 -0.711 -4.711
C 0.127 -1.464 -5.235
C -0.903 -1.879 -4.405
C -0.890 -1.548 -3.057
H -0.169 -2.957 0.583
H 1.412 -4.663 1.413
H 3.850 -4.290 1.217
H 4.695 -2.199 0.199
H 3.106 -0.489 -0.603
H 1.979 0.232 -2.961
H 1.977 -0.377 -5.353
H 0.115 -1.719 -6.288
H -1.724 -2.462 -4.806
H -1.697 -1.863 -2.406
I -3.630 4.279 -2.010
C -3.046 3.826 -0.057
C -3.526 4.562 1.014
C -3.104 4.211 2.284
C -2.225 3.151 2.438
N -1.771 2.456 1.392
C -2.171 2.779 0.163
H -4.211 5.385 0.856
H -3.441 4.749 3.159
H -1.859 2.843 3.416
H -1.768 2.182 -0.644
Se -1.413 1.638 5.740
Sb 0.663 0.361 5.705
Se 1.150 -0.402 3.177
Se 0.515 -1.869 6.644
Se 2.681 1.637 6.110
*
```

Atom charges from the natural (NBO) analysis, given in e for atoms 1 to 6: Pt 0.473; Se -0.527; P 0.946; Se -0.521; C -0.420; C -0.130



Molecular formula: C17H14N3O2SSn
Method: DFT, ωB97M-V with the def2-TZVPD basis set

Summary:
Largest force on an atom = 0.3 eV/Å
Kohn-Sham gap = 8.04 eV
Calculated total energy = -43084.4054 eV

```
! wB97M-V def2-TZVPD RIJCOSX def2/J DEFGRID3
* xyz 1 1
Sn -0.527 0.797 -0.187
N 1.157 -2.018 -1.695
C -0.167 -2.280 -1.406
C -0.692 -3.495 -1.870
C -1.992 -3.827 -1.582
C -2.768 -2.946 -0.827
C -2.191 -1.776 -0.419
N -0.916 -1.435 -0.698
C 2.019 -0.977 -1.416
C 3.341 -1.105 -1.870
C 4.253 -0.118 -1.592
C 3.845 0.998 -0.860
C 2.538 1.060 -0.463
N 1.631 0.098 -0.731
H 1.594 -2.755 -2.222
H -0.066 -4.161 -2.449
H -2.407 -4.761 -1.935
H -3.793 -3.171 -0.572
H -2.751 -1.052 0.163
H 3.629 -1.983 -2.433
H 5.274 -0.207 -1.936
H 4.532 1.794 -0.613
H 2.166 1.910 0.098
O -3.298 7.661 -2.806
C -3.700 6.649 -2.019
O -4.589 6.804 -1.234
C -2.981 5.339 -2.168
C -3.665 4.184 -1.804
C -3.056 2.947 -1.913
C -1.740 2.862 -2.361
S -0.938 1.274 -2.534
C -1.042 4.014 -2.703
C -1.667 5.248 -2.614
H -2.652 7.389 -3.464
H -4.679 4.279 -1.438
H -3.595 2.046 -1.655
H -0.014 3.939 -3.033
H -1.104 6.144 -2.850
*
```

Atom charges from the natural (NBO) analysis, given in e for atoms 1 to 6: Sn 1.125; N -0.556; C 0.410; C -0.259; C -0.101; C -0.255



Molecular formula: C17H15BrCl3N3O7PmS
Method: DFT, ωB97M-V with the def2-TZVPD basis set

Summary:
Largest force on an atom = 1.5 eV/Å
Kohn-Sham gap (alpha / beta) = 6.84 / 6.86 eV
Energy above the lowest of the compared OMol25 structures with the same formula, charge and spin = 0.0000 eV
Calculated total energy = -171677.3437 eV

```
! wB97M-V def2-TZVPD RIJCOSX def2/J DEFGRID3
* xyz -1 5
Pm -0.154 0.016 -0.764
Cl 2.753 -0.009 -0.434
C 3.395 -1.629 -0.307
C 4.754 -1.762 -0.476
C 5.348 -3.011 -0.338
C 4.537 -4.110 -0.019
C 3.184 -3.947 0.137
Cl 2.256 -5.372 0.534
C 2.511 -2.709 -0.007
S 0.816 -2.546 0.156
H 5.344 -0.888 -0.712
H 6.412 -3.133 -0.474
H 4.965 -5.095 0.105
O -0.267 -0.008 1.856
C -1.033 0.987 2.493
C -2.085 1.628 1.616
C -3.110 2.368 2.197
C -4.000 3.043 1.384
C -3.849 2.960 0.008
C -2.819 2.184 -0.490
N -1.962 1.528 0.294
H -0.694 -0.880 2.035
H -0.348 1.777 2.812
H -1.517 0.580 3.386
H -3.193 2.411 3.275
H -4.799 3.631 1.818
H -4.512 3.478 -0.669
H -2.661 2.076 -1.556
Br 0.670 -0.810 -3.287
C -3.320 -4.495 1.701
N -3.132 -3.418 0.747
C -3.684 -3.512 -0.500
C -3.501 -2.579 -1.449
C -2.636 -1.470 -1.113
O -2.312 -0.562 -1.915
N -2.096 -1.414 0.121
C -2.330 -2.327 1.081
O -1.872 -2.217 2.222
H -4.381 -4.728 1.800
H -2.926 -4.167 2.658
H -2.777 -5.386 1.381
H -4.279 -4.401 -0.666
H -3.931 -2.664 -2.433
O -0.173 4.076 -0.495
Cl 0.701 2.993 -0.790
O 0.095 2.119 -1.827
O 1.975 3.436 -1.223
O 0.832 2.101 0.371
*
```

Atom charges from the natural (NBO) analysis, given in e for atoms 1 to 6: Pm 1.412; Cl 0.095; C -0.039; C -0.232; C -0.245; C -0.232



Molecular formula: C17H15BrClN5O6Tc
Method: DFT, ωB97M-V with the def2-TZVPD basis set

Summary:
Largest force on an atom = 9.1 eV/Å
Kohn-Sham gap (alpha / beta) = 5.20 / 4.70 eV
Energy above the lowest of the compared OMol25 structures with the same formula, charge and spin = 13.1801 eV
Calculated total energy = -122335.0063 eV

```
! wB97M-V def2-TZVPD RIJCOSX def2/J DEFGRID3
* xyz 2 4
Tc -0.081 -1.513 -0.306
Br -2.886 0.011 9.856
C -3.369 0.592 8.148
C -4.618 1.174 7.940
C -4.937 1.668 6.695
C -4.022 1.553 5.645
C -2.804 0.878 5.833
C -2.469 0.435 7.092
N -4.313 2.198 4.462
N -3.818 2.525 3.425
C -3.180 1.983 2.366
C -2.672 2.885 1.414
C -1.813 2.491 0.417
C -1.435 1.142 0.325
O -0.593 0.679 -0.506
C -2.070 0.192 1.196
N -1.756 -1.097 0.920
C -2.471 -2.044 1.511
C -3.458 -1.755 2.457
C -3.685 -0.458 2.842
C -2.977 0.567 2.183
H -5.323 1.248 8.755
H -5.890 2.148 6.516
H -2.109 0.771 5.010
H -1.502 -0.014 7.270
H -2.939 3.929 1.526
H -1.392 3.201 -0.280
H -2.233 -3.064 1.242
H -4.024 -2.569 2.888
H -4.422 -0.239 3.602
C -3.225 0.142 -4.279
N -2.173 -0.883 -4.324
C -1.729 -1.481 -3.260
N 0.328 -1.813 -2.988
O -1.971 -1.382 -2.086
H -4.100 -0.210 -4.820
H -2.855 1.053 -4.744
H -3.487 0.334 -3.243
H -1.859 -1.209 -5.228
H 1.837 -1.833 -1.485
H 2.072 -0.795 -2.838
O -0.401 -3.120 0.084
Cl 1.049 -0.998 -2.019
O -0.629 -2.504 -3.600
O 1.493 0.172 -1.346
O 0.920 -0.995 0.955
*
```

Atom charges from the natural (NBO) analysis, given in e for atoms 1 to 6: Tc 1.322; Br 0.180; C -0.043; C -0.227; C -0.153; C 0.074



Molecular formula: C17H15BrN3O6S
Method: DFT, ωB97M-V with the def2-TZVPD basis set

Summary:
Largest force on an atom = 3.2 eV/Å
Kohn-Sham gap = 5.70 eV
Calculated total energy = -115499.5009 eV

```
! wB97M-V def2-TZVPD RIJCOSX def2/J DEFGRID3
* xyz -1 1
C 3.267 -2.933 1.887
C 2.637 -2.542 0.602
N 2.553 -3.602 -0.317
O 2.129 -3.352 -1.478
O 2.872 -4.759 0.058
H 3.388 -2.047 2.526
H 2.637 -3.659 2.428
H 4.259 -3.424 1.742
H 2.955 -1.570 0.171
C -2.627 5.191 1.470
C -1.630 4.085 1.252
C -0.545 4.295 0.401
C 0.392 3.286 0.172
C 0.223 2.036 0.769
S 1.451 0.767 0.450
O 2.336 1.265 -0.572
O 1.941 0.222 1.695
N 0.635 -0.620 -0.225
C -0.157 -0.582 -1.387
C -0.414 0.473 -2.257
C -1.366 0.299 -3.262
C -2.037 -0.923 -3.382
C -1.785 -1.978 -2.500
Br -2.901 -3.509 -2.590
C -0.806 -1.840 -1.503
C -0.305 -2.648 -0.395
N -0.696 -3.932 0.043
O -0.959 -4.843 -0.769
O -0.723 -4.107 1.294
C 0.650 -1.888 0.332
C -0.830 1.825 1.656
C -1.760 2.842 1.879
H -3.414 4.886 2.162
H -2.146 6.087 1.877
H -3.103 5.489 0.528
H -0.428 5.258 -0.093
H 1.236 3.462 -0.480
H 0.137 1.403 -2.178
H -1.581 1.098 -3.957
H -2.787 -1.051 -4.157
H 0.827 -2.006 1.407
H -0.924 0.873 2.155
H -2.601 2.675 2.547
*
```

Atom charges from the natural (NBO) analysis, given in e for atoms 1 to 6: C -0.657; C -0.194; N 0.449; O -0.495; O -0.501; H 0.209



Molecular formula: C17H15BrN4O3SSiZr
Method: DFT, ωB97M-V with the def2-TZVPD basis set

Summary:
Largest force on an atom = 1.5 eV/Å
Kohn-Sham gap = 8.32 eV
Energy above the lowest of the compared OMol25 structures with the same formula, charge and spin = 0.9263 eV
Calculated total energy = -120014.2632 eV

```
! wB97M-V def2-TZVPD RIJCOSX def2/J DEFGRID3
* xyz 0 1
Zr -0.265 -1.378 -0.553
Br 6.590 -1.611 2.511
C 5.551 -0.633 1.276
C 6.110 0.457 0.625
C 5.348 1.186 -0.281
C 4.035 0.828 -0.531
C 3.495 -0.271 0.126
C 4.246 -1.013 1.034
C 2.103 -0.658 -0.130
O 1.594 -1.714 0.388
O 1.346 0.041 -0.885
H 7.136 0.735 0.828
H 5.786 2.036 -0.785
H 3.423 1.394 -1.221
H 3.806 -1.865 1.535
C -3.085 1.459 4.157
Si -3.376 1.566 2.328
C -3.022 3.270 1.690
C -5.092 1.039 1.871
C -2.188 0.397 1.523
C -1.399 -0.386 1.012
H -3.755 2.130 4.701
H -2.055 1.736 4.394
H -3.253 0.440 4.514
H -3.673 4.001 2.177
H -3.196 3.322 0.613
H -1.985 3.555 1.882
H -5.830 1.678 2.362
H -5.280 0.005 2.170
H -5.238 1.112 0.791
N 0.506 -1.723 -2.918
C -0.692 -0.975 -3.192
O -1.328 -0.664 -2.105
C -1.088 -0.671 -4.448
C -0.264 -1.071 -5.551
N 0.451 -1.390 -6.393
C -2.309 0.046 -4.683
N -3.286 0.621 -4.872
H 1.311 -1.109 -3.033
H 0.618 -2.493 -3.571
S -0.477 -5.662 1.041
C -0.609 -4.374 0.146
N -0.712 -3.397 -0.541
*
```

Atom charges from the natural (NBO) analysis, given in e for atoms 1 to 6: Zr 2.291; Br 0.085; C -0.082; C -0.196; C -0.204; C -0.162



Molecular formula: C17H15Cl5O5Sn
Method: DFT, ωB97M-V with the def2-TZVPD basis set

Summary:
Largest force on an atom = 3.6 eV/Å
Kohn-Sham gap = 2.71 eV
Energy above the lowest of the compared OMol25 structures with the same formula, charge and spin = 4.3459 eV
Calculated total energy = -96533.2942 eV

```
! wB97M-V def2-TZVPD RIJCOSX def2/J DEFGRID3
* xyz 2 1
Sn -0.898 0.242 -0.893
C 1.684 2.366 -1.695
O 1.030 1.613 -0.650
C 1.310 2.085 0.683
C 0.689 1.090 1.639
O -0.705 0.951 1.322
C -1.586 1.893 1.980
H 2.762 2.343 -1.551
H 1.342 3.401 -1.703
H 1.434 1.896 -2.643
H 0.900 3.088 0.813
H 2.389 2.127 0.840
H 0.821 1.385 2.679
H 1.137 0.110 1.482
H -1.578 1.696 3.050
H -2.582 1.724 1.587
H -1.280 2.921 1.788
Cl -4.258 -1.413 -0.480
C -4.394 0.299 -0.574
C -3.277 1.048 -0.796
C -3.302 2.396 -1.050
Cl -1.804 3.239 -1.328
C -4.511 3.069 -0.987
Cl -4.554 4.767 -1.131
C -5.673 2.337 -0.690
Cl -7.170 3.141 -0.631
C -5.619 0.955 -0.470
Cl -7.036 0.060 -0.176
O 1.612 -5.139 0.366
C 2.560 -4.294 0.182
C 3.933 -4.663 0.394
C 4.904 -3.728 0.291
C 4.565 -2.385 -0.021
C 3.220 -2.006 -0.241
C 2.222 -2.929 -0.201
C 0.788 -2.574 -0.621
O 0.039 -3.452 -0.956
O 0.531 -1.285 -0.575
H 1.926 -6.055 0.465
H 4.166 -5.677 0.702
H 5.936 -4.001 0.467
H 5.352 -1.649 -0.137
H 2.979 -0.992 -0.532
*
```

Atom charges from the natural (NBO) analysis, given in e for atoms 1 to 6: Sn 1.949; C -0.255; O -0.614; C -0.101; C -0.108; O -0.616